{"formula": "C27H28ClIrN2O5Si", "method": "wB97M-V/def2-TZVPD", "symbols": ["Ir", "C", "Si", "C", "C", "N", "C", "C", "C", "C", "C", "C", "O", "C", "C", "C", "C", "C", "C", "H", "H", "H", "H", "H", "H", "H", "H", "H", "H", "H", "H", "H", "H", "H", "H", "H", "H", "O", "Cl", "O", "O", "O", "C", "C", "C", "C", "C", "C", "N", "C", "C", "C", "C", "C", "C", "H", "H", "H", "H", "H", "H", "H", "H", "H", "H"], "coordinates": [[0.849, 0.140, -0.437], [3.938, 0.049, 1.828], [2.189, 0.409, 2.498], [2.283, 0.345, 4.416], [1.680, 2.170, 1.956], [0.986, -0.534, 1.646], [0.208, -1.561, 2.012], [0.053, -1.985, 3.350], [-0.707, -3.082, 3.677], [-1.375, -3.804, 2.697], [-1.291, -3.394, 1.380], [-0.531, -2.293, 1.030], [-0.521, -1.802, -0.255], [-0.690, -2.640, -1.340], [-1.382, -2.132, -2.435], [-1.567, -2.923, -3.556], [-1.076, -4.220, -3.589], [-0.376, -4.711, -2.500], [-0.174, -3.929, -1.378], [4.611, 0.838, 2.146], [3.936, 0.049, 0.743], [4.355, -0.892, 2.173], [3.042, 1.046, 4.751], [2.574, -0.638, 4.776], [1.350, 0.633, 4.894], [2.361, 2.925, 2.333], [0.679, 2.432, 2.286], [1.710, 2.207, 0.863], [0.535, -1.415, 4.123], [-0.791, -3.386, 4.708], [-1.968, -4.666, 2.953], [-1.839, -3.920, 0.614], [-1.763, -1.122, -2.387], [-2.107, -2.530, -4.406], [-1.231, -4.841, -4.461], [0.017, -5.715, -2.518], [0.385, -4.309, -0.538], [3.154, 0.109, -3.631], [3.032, -0.527, -2.385], [4.007, -1.516, -2.190], [1.716, -1.114, -2.276], [3.106, 0.455, -1.323], [-4.523, 1.572, 0.833], [-3.481, 0.956, 1.515], [-2.200, 0.997, 1.010], [-1.925, 1.662, -0.197], [-2.990, 2.291, -0.873], [-4.267, 2.239, -0.358], [-0.662, 1.621, -0.712], [-0.186, 2.642, -1.500], [0.685, 2.374, -2.571], [1.242, 3.409, -3.291], [0.939, 4.727, -2.972], [0.061, 5.003, -1.934], [-0.495, 3.980, -1.198], [-5.528, 1.536, 1.227], [-3.683, 0.444, 2.446], [-1.366, 0.541, 1.525], [-2.793, 2.789, -1.811], [-5.075, 2.716, -0.894], [0.900, 1.346, -2.837], [1.917, 3.185, -4.101], [1.382, 5.543, -3.521], [-0.190, 6.023, -1.681], [-1.132, 4.191, -0.350]], "forces_ev_per_angstrom": [[-0.96, 0.41, 0.09], [-0.89, -0.06, 0.12], [1.09, 1.59, 0.52], [-0.30, -0.23, -0.84], [0.38, -0.71, 0.20], [-0.11, 0.03, -1.21], [-0.32, -0.43, -0.29], [-0.06, -0.19, 0.05], [0.10, 0.07, 0.27], [0.10, 0.13, -0.23], [-0.18, -0.05, -0.17], [-0.18, 0.07, 0.17], [0.38, 0.34, 0.78], [-0.42, -0.78, -1.11], [0.12, 0.13, 0.51], [0.00, -0.09, -0.03], [-0.01, 0.05, -0.03], [-0.04, -0.02, -0.07], [0.10, 0.40, 0.27], [0.04, 0.24, 0.17], [0.02, -0.05, -0.15], [-0.03, -0.22, 0.09], [0.16, 0.15, -0.12], [0.03, -0.16, 0.08], [-0.18, 0.01, 0.05], [0.23, 0.13, 0.11], [-0.22, -0.04, -0.01], [0.00, 0.24, 0.08], [0.14, 0.05, 0.13], [0.01, 0.02, 0.13], [-0.08, -0.07, 0.03], [-0.04, -0.03, -0.07], [-0.04, 0.09, -0.01], [-0.01, 0.06, 0.00], [0.00, 0.02, 0.00], [0.08, -0.10, -0.01], [0.08, -0.07, 0.06], [0.14, 0.57, -1.02], [0.84, -0.06, -0.56], [0.85, -0.82, 0.18], [-1.79, -0.53, 0.46], [-0.10, 0.99, 1.24], [-0.02, 0.00, 0.06], [-0.28, 0.03, -0.01], [0.25, 0.22, -0.40], [-1.24, -0.19, 0.57], [0.43, -0.21, 0.05], [-0.09, -0.06, 0.13], [1.94, -1.93, 0.29], [0.34, 1.03, -0.74], [-0.47, -0.01, 0.45], [0.10, 0.33, 0.01], [0.01, -0.02, -0.10], [-0.01, 0.02, 0.01], [0.15, -0.32, 0.06], [-0.08, -0.01, 0.05], [0.04, -0.04, 0.06], [-0.03, -0.06, 0.11], [-0.04, 0.03, -0.03], [-0.07, 0.04, -0.04], [-0.03, -0.06, -0.10], [0.09, -0.03, -0.10], [0.07, 0.04, -0.14], [0.06, 0.10, -0.01], [-0.05, 0.03, -0.04]], "s2": 6.04, "homo_lumo_gap_ev": [7.83, 4.78], "de_lowest_kj_mol": 0.0, "multiplicity": 5, "e_homo_ev": [-7.37, -7.39], "lumo_energy_ev": [0.46, -2.61]}

---

{"formula": "C6H6Br9FO3", "method": "wB97M-V/def2-TZVPD", "symbols": ["C", "Br", "Br", "Br", "H", "C", "Br", "Br", "Br", "H", "C", "Br", "Br", "Br", "H", "C", "C", "O", "C", "O", "O", "F", "H", "H", "H"], "coordinates": [[0.487, 4.404, 4.007], [0.792, 5.911, 5.052], [1.224, 2.840, 4.873], [1.331, 4.501, 2.272], [-0.532, 4.311, 3.774], [1.003, 4.194, -3.018], [0.328, 4.220, -1.187], [2.377, 2.743, -3.251], [1.870, 5.757, -3.567], [0.196, 3.948, -3.661], [-0.201, 0.417, -1.074], [-1.636, -0.138, -2.174], [1.521, -0.545, -1.380], [-0.608, 0.520, 0.748], [0.022, 1.414, -1.468], [-0.800, -3.843, 0.811], [-0.723, -3.780, -0.670], [-1.203, -5.033, -1.143], [-1.130, -5.898, -0.093], [-1.218, -7.079, -0.156], [-0.923, -5.245, 1.041], [0.700, -3.630, -1.004], [-1.785, -3.425, 1.155], [0.199, -3.607, 1.296], [-1.294, -2.958, -1.183]], "forces_ev_per_angstrom": [[1.63, -0.81, -0.55], [0.02, 1.04, 0.54], [-0.45, -0.16, 0.15], [0.05, 0.28, -0.31], [-1.26, -0.37, 0.18], [1.35, -1.27, 0.80], [0.23, 0.06, -0.59], [-0.99, 0.34, 0.28], [-0.08, 1.02, -0.09], [-0.55, -0.11, -0.44], [1.69, 0.70, -1.13], [-0.41, -0.57, -0.25], [-1.01, 0.25, 0.13], [-0.23, -0.02, 0.73], [0.02, -0.29, 0.54], [-0.10, -0.63, 1.19], [1.22, 0.74, -2.23], [0.72, 1.35, 0.43], [0.17, -1.18, 0.09], [-0.26, 0.03, -0.46], [0.06, -0.10, 0.67], [-2.43, -0.52, 0.17], [1.42, 0.36, 0.15], [-1.71, 0.69, -0.45], [0.90, -0.84, 0.46]], "homo_lumo_gap_ev": 9.88, "de_lowest_kj_mol": 0.0, "e_homo_ev": -10.35, "lumo_energy_ev": -0.47}

---

{"formula": "C26H32BCsF5N2O5Si", "method": "wB97M-V/def2-TZVPD", "symbols": ["C", "C", "B", "O", "C", "C", "C", "C", "C", "O", "C", "N", "C", "C", "C", "C", "F", "F", "C", "C", "Si", "C", "C", "C", "C", "C", "C", "C", "C", "C", "O", "N", "C", "O", "C", "F", "F", "F", "C", "O", "H", "H", "H", "H", "H", "H", "H", "H", "H", "H", "H", "H", "H", "H", "H", "H", "H", "H", "H", "H", "H", "H", "H", "H", "H", "H", "H", "H", "H", "H", "H", "H", "Cs"], "coordinates": [[0.968, -1.908, -3.313], [0.337, -0.598, -3.820], [0.955, 0.693, -3.115], [1.296, 1.753, -3.873], [1.286, 0.736, -1.558], [2.484, 0.131, -1.198], [2.950, 0.098, 0.107], [4.288, -0.504, 0.511], [5.220, -0.997, -0.680], [6.022, 0.040, -1.157], [6.223, -2.128, -0.105], [6.136, -3.356, -0.931], [2.118, 0.672, 1.057], [0.920, 1.283, 0.749], [0.483, 1.351, -0.579], [-0.805, 2.026, -0.973], [-1.234, 2.862, -0.013], [-0.571, 2.810, -2.061], [-1.908, 1.028, -1.266], [-3.208, 1.710, -1.731], [-4.694, 1.305, -0.649], [-6.259, 1.631, -1.635], [-4.767, 2.418, 0.868], [-4.638, -0.501, -0.132], [-4.852, -0.932, 1.176], [-4.787, -2.279, 1.509], [-4.497, -3.220, 0.532], [-4.294, -2.812, -0.780], [-4.366, -1.465, -1.109], [0.345, 1.728, 2.070], [-0.621, 2.334, 2.395], [1.218, 1.215, 3.086], [1.206, 1.937, 4.359], [2.142, 1.412, 5.267], [1.750, 0.339, 5.989], [0.827, -0.391, 5.367], [1.245, 0.706, 7.153], [2.806, -0.427, 6.214], [2.370, 0.723, 2.522], [3.381, 0.335, 3.047], [0.756, -2.016, -2.251], [2.046, -1.893, -3.432], [0.561, -2.776, -3.814], [0.512, -0.544, -4.894], [-0.740, -0.657, -3.698], [1.130, 1.562, -4.801], [3.101, -0.317, -1.958], [4.838, 0.284, 1.015], [4.086, -1.298, 1.287], [4.687, -1.477, -1.509], [6.576, 0.350, -0.435], [5.920, -2.434, 0.933], [7.239, -1.755, -0.027], [6.943, -3.928, -0.707], [6.249, -3.036, -1.886], [-1.573, 0.272, -1.960], [-2.091, 0.509, -0.324], [-3.103, 2.790, -1.738], [-3.408, 1.419, -2.759], [-7.138, 1.331, -1.073], [-6.357, 2.690, -1.861], [-6.274, 1.091, -2.580], [-3.993, 2.123, 1.570], [-4.609, 3.438, 0.530], [-5.746, 2.373, 1.328], [-5.074, -0.209, 1.945], [-4.959, -2.606, 2.520], [-4.434, -4.265, 0.780], [-4.073, -3.524, -1.557], [-4.222, -1.148, -2.132], [1.451, 2.977, 4.182], [0.215, 1.926, 4.791], [4.005, -3.010, 1.215]], "forces_ev_per_angstrom": [[-0.40, 0.38, 0.31], [0.73, -0.23, 0.20], [-0.57, -0.25, -0.25], [0.30, 0.01, 0.11], [-0.48, 0.44, -0.23], [0.25, -0.11, 0.27], [0.13, -0.15, 0.18], [0.01, 1.34, -0.65], [1.16, -1.19, 2.30], [-0.58, 0.21, -0.67], [-0.36, -0.12, 0.03], [0.02, 0.92, 0.65], [0.34, -0.22, -0.08], [-0.23, 0.03, -0.35], [0.53, -0.04, 0.48], [-0.38, -0.61, -0.40], [0.01, 0.38, 0.34], [0.15, 0.08, -0.40], [-0.43, 0.47, 0.49], [0.13, -0.44, 0.05], [-0.87, 0.34, 0.15], [0.27, -0.13, -0.04], [0.32, -0.46, -0.68], [0.17, 0.06, -0.27], [0.04, -0.06, -0.06], [0.06, -0.05, -0.21], [-0.01, 0.19, -0.15], [0.06, 0.26, -0.14], [-0.09, -0.07, 0.47], [0.17, -0.66, 0.58], [-0.64, 0.50, -0.11], [0.44, 0.72, -0.09], [-0.32, -0.06, 0.40], [0.12, 0.17, -0.35], [0.31, 0.12, -0.07], [-0.34, -0.34, -0.31], [-0.27, 0.17, 0.58], [0.27, -0.15, 0.07], [-0.27, -0.36, -0.78], [0.46, -0.26, 0.58], [0.03, -0.13, 0.19], [0.23, -0.12, -0.13], [0.00, -0.19, -0.19], [-0.06, 0.15, -0.20], [-0.24, 0.09, 0.09], [-0.01, 0.23, -0.16], [0.01, 0.03, -0.31], [0.25, 0.09, 0.17], [0.95, 7.17, -1.31], [0.02, 0.42, 0.07], [0.06, 0.18, 0.03], [2.57, 1.22, -1.40], [0.06, 0.41, -0.16], [-0.03, -0.22, -0.23], [0.01, -0.37, -0.23], [0.19, -0.14, -0.24], [0.19, -0.18, 0.16], [0.07, 0.24, -0.03], [-0.13, 0.03, -0.18], [-0.13, -0.05, 0.13], [0.00, 0.18, -0.04], [0.00, -0.08, -0.11], [0.07, 0.23, 0.28], [0.14, 0.20, 0.12], [-0.18, -0.11, 0.22], [-0.03, 0.11, 0.16], [-0.04, 0.01, 0.23], [-0.02, -0.20, 0.09], [-0.01, -0.23, -0.05], [0.07, -0.05, -0.22], [0.36, 0.15, 0.06], [-0.34, -0.18, -0.16], [-4.30, -9.73, 1.40]], "charge": 1, "homo_lumo_gap_ev": 7.86, "e_homo_ev": -11.01, "lumo_energy_ev": -3.14}

---

{"formula": "C22H24N9O4RbS", "method": "wB97M-V/def2-TZVPD", "symbols": ["Rb", "C", "C", "N", "N", "C", "N", "S", "C", "C", "C", "C", "C", "N", "H", "H", "H", "H", "H", "H", "H", "H", "H", "N", "C", "C", "N", "H", "H", "H", "H", "H", "H", "H", "H", "O", "C", "O", "C", "O", "O", "N", "C", "C", "C", "C", "C", "C", "C", "N", "C", "C", "N", "C", "H", "H", "H", "H", "H", "H", "H"], "coordinates": [[0.540, -0.320, 0.762], [-3.834, 3.689, 0.177], [-2.605, 2.811, 0.172], [-2.692, 1.528, 0.074], [-3.882, 0.984, 0.211], [-4.439, 0.092, -0.543], [-5.457, -0.642, 0.078], [-4.198, -0.186, -2.214], [-1.287, 3.443, 0.287], [-1.187, 4.844, 0.363], [0.056, 5.439, 0.454], [1.190, 4.644, 0.473], [1.004, 3.269, 0.427], [-0.178, 2.683, 0.337], [-4.713, 3.055, 0.083], [-3.810, 4.389, -0.662], [-3.913, 4.263, 1.105], [-5.311, -0.770, 1.069], [-5.649, -1.494, -0.421], [-2.077, 5.457, 0.350], [0.139, 6.518, 0.515], [2.181, 5.074, 0.547], [1.857, 2.596, 0.465], [1.130, -2.243, -1.578], [0.331, -2.400, -2.779], [0.270, -1.084, -3.549], [-0.179, 0.010, -2.702], [2.011, -1.783, -1.777], [1.317, -3.126, -1.121], [-0.683, -2.683, -2.482], [0.703, -3.173, -3.474], [-0.351, -1.254, -4.444], [1.283, -0.839, -3.899], [-1.137, -0.131, -2.381], [-0.176, 0.884, -3.212], [3.190, -2.518, 2.738], [2.018, -2.100, 2.629], [1.057, -2.500, 1.916], [1.639, -0.809, 3.503], [1.145, -1.035, 4.624], [1.867, 0.282, 2.904], [9.223, 6.147, 2.154], [8.431, 5.469, 1.666], [7.459, 4.645, 1.046], [6.491, 3.967, 1.799], [5.551, 3.174, 1.183], [5.551, 3.026, -0.206], [6.507, 3.707, -0.963], [7.444, 4.504, -0.348], [4.594, 2.219, -0.824], [4.112, 2.343, -2.119], [3.204, 1.338, -2.270], [3.132, 0.592, -1.122], [3.967, 1.130, -0.282], [6.481, 4.088, 2.874], [4.791, 2.671, 1.767], [6.515, 3.591, -2.038], [8.182, 5.031, -0.937], [4.404, 3.151, -2.765], [2.591, 1.114, -3.127], [4.149, 0.769, 0.721]], "forces_ev_per_angstrom": [[-0.85, 0.73, -1.23], [0.12, -0.05, 0.14], [-0.52, -0.13, -0.07], [0.85, 0.30, -0.55], [-0.94, -0.46, 0.92], [0.26, 0.11, -0.18], [-0.16, 0.06, 0.11], [0.34, -0.09, -0.30], [0.45, 0.21, -0.01], [-0.05, -0.12, -0.04], [0.06, 0.02, 0.00], [-0.01, 0.05, 0.05], [0.02, 0.01, -0.05], [-0.28, -0.03, -0.09], [0.03, 0.04, -0.01], [-0.03, 0.03, 0.02], [-0.02, 0.05, -0.03], [0.07, 0.04, -0.03], [-0.02, 0.01, -0.04], [0.01, -0.02, -0.01], [-0.01, 0.00, -0.01], [0.02, -0.05, 0.01], [-0.01, 0.02, 0.06], [0.06, -0.20, -0.11], [0.08, 0.21, -0.01], [-0.10, -0.11, 0.02], [-0.13, 0.09, 0.00], [0.02, 0.01, 0.10], [-0.01, 0.10, 0.19], [-0.02, -0.02, -0.05], [-0.06, 0.02, 0.02], [0.04, 0.07, 0.03], [-0.01, -0.06, -0.04], [0.05, 0.00, -0.01], [-0.07, 0.00, 0.02], [-0.26, -0.34, -0.49], [0.03, 1.20, 1.43], [0.44, -1.20, -0.15], [0.50, -1.89, -0.18], [0.10, 0.73, -0.15], [0.21, 0.87, 0.53], [0.02, 0.00, 0.01], [0.39, 0.37, 0.27], [-0.79, -0.65, -0.55], [0.43, 0.32, 0.08], [-0.32, -0.26, -0.16], [0.29, 0.31, 0.25], [-0.27, -0.23, -0.09], [0.24, 0.26, 0.35], [0.08, 0.06, -0.20], [-0.19, -0.07, -0.06], [0.21, 0.26, 0.02], [-0.05, -0.31, 0.02], [-0.23, -0.23, 0.17], [-0.04, -0.06, 0.01], [0.03, 0.04, 0.06], [0.03, -0.01, -0.01], [0.00, -0.02, -0.03], [0.01, 0.00, 0.02], [-0.02, 0.02, 0.05], [-0.02, 0.01, 0.01]], "charge": -2, "homo_lumo_gap_ev": 3.79, "de_lowest_kj_mol": 171.0, "e_homo_ev": -0.66, "lumo_energy_ev": 3.13}

---

{"formula": "C4H8O2", "method": "wB97M-V/def2-TZVPD", "symbols": ["C", "C", "C", "O", "C", "O", "H", "H", "H", "H", "H", "H", "H", "H"], "coordinates": [[-0.670, -1.858, -0.517], [-0.833, 1.153, -0.578], [0.224, 1.648, 0.056], [0.192, 1.897, 1.399], [2.185, -0.557, 0.468], [1.962, -0.426, 1.575], [-1.435, -1.578, -1.246], [-1.078, -1.747, 0.492], [-0.339, -2.884, -0.697], [-1.720, 0.871, -0.023], [-0.821, 0.998, -1.650], [1.126, 1.932, -0.488], [1.038, 1.673, 1.808], [0.174, -1.177, -0.629]], "forces_ev_per_angstrom": [[0.06, -0.05, -0.04], [0.22, 0.29, 0.20], [-0.42, 0.01, -0.51], [0.10, -0.02, 0.17], [-0.05, 0.07, 1.28], [0.35, -0.22, -1.19], [0.08, -0.12, 0.09], [0.09, -0.12, -0.18], [-0.14, 0.09, 0.09], [0.04, 0.05, -0.06], [0.06, 0.12, 0.14], [-0.04, -0.03, 0.21], [-0.13, 0.16, -0.14], [-0.23, -0.25, -0.06]], "homo_lumo_gap_ev": 10.15, "de_lowest_kj_mol": 205.2, "e_homo_ev": -9.23, "lumo_energy_ev": 0.92}

---

| no. | total energy (Ha) |
| --- | --- |
| 1 | -2385.0452 |
| 2 | -23723.8920 |
| 3 | -2329.2903 |
| 4 | -2068.8657 |
| 5 | -307.6343 |